{
  "formula": "C23H43Cl3N3O4SiY",
  "method": "ωB97M-V/def2-TZVPD",
  "symbols": ["C", "C", "H", "H", "H", "C", "C", "H", "H", "H", "H", "Y", "Cl", "C", "O", "N", "C", "C", "H", "H", "H", "H", "H", "H", "H", "H", "H", "C", "C", "N", "H", "C", "O", "H", "H", "H", "H", "H", "H", "C", "C", "N", "H", "C", "O", "H", "H", "H", "H", "O", "C", "C", "C", "H", "C", "H", "C", "H", "C", "C", "H", "H", "H", "Si", "Cl", "C", "C", "C", "H", "H", "H", "H", "H", "H", "H", "H", "H", "Cl"],
  "positions_angstrom": [[3.347741, -2.388712, -2.085735], [2.708394, -1.671736, -3.227450], [2.935017, -3.404773, -1.992971], [3.160457, -1.864691, -1.140932], [4.432840, -2.510633, -2.245001], [2.751672, -2.236046, -4.450590], [3.334921, -3.586170, -4.727311], [2.389816, -1.706950, -5.329875], [2.894155, -4.364626, -4.081687], [4.427631, -3.610544, -4.580954], [3.161367, -3.871413, -5.775044], [0.722618, 0.282821, 2.207122], [2.074621, 1.853009, 0.554353], [-0.422371, 3.290789, 1.752010], [-0.751620, 2.094411, 1.963871], [-1.230082, 4.204741, 1.228251], [-2.615301, 3.863908, 0.913424], [-0.680510, 5.443030, 0.681809], [0.600544, 3.642550, 1.965663], [-3.099237, 3.395608, 1.779139], [-2.677764, 3.178785, 0.055122], [-3.118519, 4.799310, 0.655569], [0.130369, 5.790945, 1.334429], [-1.481129, 6.185811, 0.625769], [-0.265925, 5.283697, -0.326275], [-3.078145, 1.716920, 6.093625], [-1.173897, 1.882346, 8.136735], [-2.685687, 0.691024, 6.031106], [-0.974853, 0.845567, 7.822426], [-1.277828, 0.656998, 6.410670], [-2.814962, 0.299647, 5.018918], [-0.313138, 0.652160, 5.486640], [-0.544724, 0.641526, 4.254059], [0.080479, 0.604831, 7.998192], [0.715909, 0.657880, 5.875572], [-3.239154, 0.082559, 6.754657], [-1.616119, 0.188039, 8.420990], [-0.035397, -5.197241, 3.899748], [0.280018, -3.645867, 0.821836], [-1.002247, -5.038824, 3.394324], [-0.710382, -4.025612, 1.120013], [-0.940199, -3.851982, 2.551563], [-1.783063, -4.899700, 4.155439], [-0.885960, -2.656709, 3.145952], [-0.643329, -1.580948, 2.554814], [-1.466280, -3.502094, 0.519959], [-1.088669, -2.687631, 4.231158], [-1.225627, -5.888950, 2.744851], [-0.771082, -5.099221, 0.937135], [0.950262, -0.539982, -2.056624], [2.052654, -0.329848, -2.927865], [0.702426, -0.081077, -5.067352], [1.616656, 0.452556, -4.152718], [0.351720, -1.109674, -4.936495], [0.220637, 0.709378, -6.120933], [2.782492, 0.239339, -2.331648], [2.104178, 1.751570, -4.328308], [-0.529448, 0.284332, -6.796904], [0.691794, 2.016828, -6.278080], [1.650519, 2.533711, -5.395603], [2.817357, 2.142702, -3.598409], [0.300953, 2.628576, -7.093809], [2.027630, 3.552903, -5.525808], [-0.543308, 0.067282, -1.643859], [1.351480, -1.604727, 0.338038], [-1.724049, -0.543289, -3.012872], [-0.488025, 1.935671, -1.831719], [-1.586993, -0.389996, -0.147153], [-1.660478, 0.048604, -3.935310], [-2.760326, -0.473660, -2.651605], [-1.519407, -1.593923, -3.258674], [-2.586851, -0.620391, -0.530633], [-1.699950, 0.433610, 0.579351], [-1.221771, -1.281433, 0.372651], [-0.301368, 2.231307, -2.875303], [0.316402, 2.355805, -1.211321], [-1.447280, 2.372991, -1.518540], [2.596696, -0.127037, 3.804383]],
  "atomic_forces_ev_per_a": [[0.1, -0.2, 0.6], [-0.2, -0.4, -1.2], [0.1, 0.2, 0.1], [0.3, -0.3, -0.3], [-0.3, 0.1, 0.0], [0.0, 0.7, 0.4], [0.2, -0.4, -0.2], [0.0, -0.1, 0.3], [0.2, 0.2, -0.2], [-0.3, 0.0, 0.1], [0.0, 0.0, 0.3], [0.4, -0.7, -1.0], [-0.1, 0.0, 0.5], [0.2, -0.7, -0.2], [0.0, 1.4, 0.0], [-0.2, -0.3, 0.1], [0.0, -0.1, -0.2], [0.3, 0.0, 0.0], [-0.3, -0.1, -0.1], [0.2, 0.1, -0.2], [0.0, 0.2, 0.3], [-0.1, -0.3, 0.1], [-0.3, 0.0, -0.2], [0.3, -0.1, 0.1], [-0.2, 0.0, 0.3], [0.1, -0.2, -0.1], [0.1, -0.3, -0.1], [0.0, 0.1, 0.2], [0.1, 0.1, 0.0], [0.0, 0.1, -0.1], [0.1, 0.1, 0.2], [-0.2, 0.0, -1.3], [0.3, 0.0, 1.6], [-0.3, 0.1, 0.0], [-0.1, -0.1, -0.1], [0.0, 0.0, -0.2], [0.2, 0.0, -0.1], [-0.3, -0.1, -0.2], [-0.4, -0.1, 0.2], [0.1, 0.1, 0.3], [0.4, -0.1, -0.3], [0.0, 0.8, 0.5], [0.2, -0.3, -0.2], [0.3, 0.5, -1.0], [-0.7, -1.2, 1.0], [0.1, -0.1, 0.3], [0.1, 0.1, -0.2], [-0.1, 0.1, 0.4], [0.0, 0.2, -0.2], [-0.9, -0.2, -0.1], [-0.1, 0.0, 0.1], [-0.2, 0.4, -0.2], [0.3, 0.2, 0.1], [0.0, 0.5, 0.0], [0.2, -0.2, 0.4], [-0.1, 0.2, -0.3], [-0.3, -0.1, -0.3], [0.3, 0.3, 0.2], [0.0, -0.1, 0.1], [-0.1, -0.1, 0.0], [-0.2, 0.0, -0.3], [0.2, -0.1, 0.2], [-0.2, -0.4, 0.0], [0.1, 0.3, -2.3], [0.3, 0.3, 1.7], [-0.1, 0.1, 0.0], [0.1, 0.3, 0.2], [0.4, -0.3, 0.6], [0.1, -0.2, 0.2], [0.2, -0.1, -0.2], [-0.1, 0.1, 0.0], [0.1, 0.2, 0.1], [0.1, -0.2, -0.2], [-0.2, 0.3, -0.1], [-0.1, -0.2, 0.2], [-0.3, 0.0, -0.2], [0.1, 0.0, -0.1], [0.1, 0.0, 0.4]],
  "lumo_energy_ev": 0.0711,
  "homo_lumo_gap_ev": 7.79,
  "charge": 0,
  "relative_energy_kj_mol": 0.00,
  "multiplicity": 1,
  "homo_energy_ev": -7.72,
  "fmax_ev_per_a": 2.3
}

{
  "formula": "C23H43F8NO10P2",
  "method": "ωB97M-V/def2-TZVPD",
  "symbols": ["O", "C", "N", "C", "C", "C", "C", "C", "O", "C", "C", "F", "F", "C", "F", "F", "C", "F", "F", "C", "F", "F", "H", "H", "H", "H", "H", "H", "H", "H", "H", "H", "H", "H", "H", "C", "C", "O", "P", "O", "O", "C", "C", "O", "C", "C", "H", "H", "H", "H", "H", "H", "H", "H", "H", "H", "H", "H", "H", "H", "H", "C", "C", "O", "P", "O", "O", "C", "C", "O", "C", "C", "H", "H", "H", "H", "H", "H", "H", "H", "H", "H", "H", "H", "H", "H", "H"],
  "positions_angstrom": [[0.098442, 3.793037, 0.565779], [0.631123, 2.750073, 0.255682], [1.392124, 2.482633, -0.897519], [2.622588, 1.810923, -0.367970], [2.306459, 1.478976, 1.121271], [0.751488, 1.451852, 1.045450], [-0.037890, 1.317174, 2.329440], [-0.809274, -0.006887, 2.474352], [-1.118307, -0.621168, 1.233597], [-2.465198, -0.831428, 0.939350], [-2.925019, 0.010099, -0.279946], [-1.882054, 0.626924, -0.849591], [-3.429052, -0.842752, -1.214670], [-4.061202, 1.016238, -0.004657], [-5.137348, 0.329429, 0.453402], [-4.420010, 1.574134, -1.179279], [-3.753528, 2.173659, 0.967266], [-3.497714, 1.706835, 2.203427], [-2.710347, 2.856864, 0.479292], [-4.965624, 3.146956, 1.056101], [-4.866284, 3.855317, 2.200554], [-4.914627, 4.016818, 0.032642], [1.571174, 3.366337, -1.363125], [3.518175, 2.396437, -0.552415], [2.650299, 0.835488, -0.864233], [2.777255, 0.588789, 1.520966], [2.527040, 2.420161, 1.639550], [0.567937, 0.689596, 0.286218], [0.602488, 1.450170, 3.202771], [-0.761497, 2.138312, 2.350974], [-1.686501, 0.156863, 3.103021], [-0.174252, -0.709795, 3.022976], [-2.562367, -1.868347, 0.606577], [-3.138830, -0.710995, 1.789273], [-5.910471, 2.601919, 1.035154], [-2.995747, -8.635182, 3.958917], [-3.231707, -7.970545, 2.616767], [-4.244164, -6.952857, 2.670110], [-3.930345, -5.568074, 3.400551], [-2.771189, -4.889008, 2.821225], [-5.242744, -4.755716, 2.918193], [-5.133936, -3.437443, 2.382048], [-5.252688, -3.456852, 0.873487], [-4.329876, -5.796419, 4.901198], [-5.680303, -5.865074, 5.397036], [-6.473440, -7.044789, 4.887842], [-2.578914, -7.932247, 4.682349], [-2.297265, -9.464974, 3.850101], [-3.929847, -9.013507, 4.374126], [-2.305705, -7.539930, 2.229466], [-3.584734, -8.702706, 1.892417], [-4.197138, -2.973511, 2.691814], [-5.947091, -2.851838, 2.816612], [-4.587442, -4.199384, 0.432416], [-5.013008, -2.479510, 0.451898], [-6.267830, -3.719031, 0.571743], [-6.195754, -4.925899, 5.206650], [-5.568786, -5.941290, 6.478429], [-6.729082, -6.933483, 3.835170], [-7.401242, -7.119382, 5.456287], [-5.916374, -7.973556, 5.003559], [9.280251, 2.836718, -3.830923], [8.580221, 3.950663, -3.077361], [7.409605, 4.420595, -3.759204], [6.092198, 3.504067, -3.813145], [5.522987, 3.404911, -2.452874], [5.034180, 4.608965, -4.430383], [3.739883, 4.819634, -3.875179], [3.708643, 6.076026, -3.028512], [6.251209, 2.769703, -5.202899], [6.030241, 3.343215, -6.506198], [6.994420, 4.445611, -6.867802], [8.659472, 1.938925, -3.878941], [10.216303, 2.575796, -3.336812], [9.494753, 3.138088, -4.856313], [8.310969, 3.628315, -2.068371], [9.238305, 4.813010, -2.983311], [3.422280, 3.953290, -3.295110], [3.051491, 4.916698, -4.718263], [4.533478, 6.081001, -2.316372], [2.768079, 6.155632, -2.480415], [3.815769, 6.961141, -3.657331], [4.997904, 3.666776, -6.604700], [6.158121, 2.506579, -7.193782], [6.801683, 5.351212, -6.295176], [6.879053, 4.681488, -7.926581], [8.025657, 4.143506, -6.686129]],
  "atomic_forces_ev_per_a": [[0.0, -0.6, -0.4], [-0.6, -0.3, -0.1], [0.4, 1.6, 1.0], [-0.7, -1.7, -0.3], [-0.8, 1.8, -0.8], [1.1, -0.1, -0.1], [-0.7, 0.3, -0.4], [0.9, -0.1, 0.6], [-0.4, 0.3, 0.3], [0.1, -0.5, -0.4], [0.1, -0.4, 0.4], [0.0, 0.4, 0.0], [-0.2, -0.1, -0.1], [0.2, 0.1, -0.3], [0.0, -0.1, 0.3], [0.0, 0.1, 0.0], [-0.7, 0.6, -0.7], [0.2, -0.2, 0.0], [0.3, -0.2, 0.4], [0.1, -0.1, 0.1], [0.0, -0.1, 0.1], [-0.1, -0.1, -0.1], [0.2, -0.1, -0.2], [0.1, -0.1, 0.0], [0.6, 0.2, -0.3], [0.2, 0.1, 0.0], [0.5, -0.5, 0.7], [-0.7, -0.3, 0.4], [0.0, 0.0, 0.0], [0.1, 0.1, 0.0], [-0.2, -0.1, -0.2], [0.0, -0.1, -0.1], [-0.1, 0.0, 0.0], [0.1, 0.2, 0.1], [-0.1, 0.1, 0.1], [-0.1, 0.2, 0.1], [0.2, -0.2, -0.1], [0.3, -0.2, 0.5], [-3.0, 0.8, -2.7], [1.1, -0.3, 1.6], [0.0, -0.3, 0.3], [0.0, 0.3, -0.2], [-0.1, -0.1, -0.1], [1.4, 0.0, 0.4], [-0.3, 0.0, 0.6], [0.0, 0.0, -0.3], [0.0, 0.0, 0.0], [0.0, 0.0, 0.0], [0.0, -0.1, -0.1], [0.0, 0.1, 0.0], [-0.1, 0.1, 0.0], [0.1, -0.1, 0.0], [0.0, -0.1, 0.0], [0.1, 0.1, 0.1], [0.0, 0.0, 0.0], [0.0, 0.0, 0.0], [0.1, 0.0, -0.3], [0.2, 0.0, 0.0], [0.0, 0.0, 0.0], [0.0, 0.0, 0.0], [0.0, 0.0, 0.1], [-0.1, -0.1, -0.1], [0.3, 0.0, 0.2], [0.2, -0.8, 0.0], [-2.5, 6.2, -1.3], [1.1, -3.3, 0.1], [0.4, -0.1, -0.3], [-0.1, 0.2, 0.1], [0.1, 0.1, -0.1], [0.5, -2.1, 1.4], [-0.1, -0.2, -0.7], [0.1, 0.2, 0.3], [0.0, 0.0, 0.0], [0.0, 0.0, 0.0], [0.1, 0.0, 0.0], [-0.1, 0.0, 0.0], [-0.1, 0.1, 0.0], [0.1, 0.0, 0.0], [0.0, 0.0, 0.0], [-0.1, -0.1, 0.1], [0.0, 0.0, 0.0], [0.0, 0.0, 0.0], [0.0, 0.1, 0.3], [0.1, -0.1, 0.2], [0.0, 0.0, 0.0], [0.0, -0.1, 0.0], [0.0, -0.1, -0.1]],
  "lumo_energy_ev": 0.5798,
  "homo_lumo_gap_ev": 9.78,
  "charge": 0,
  "multiplicity": 1,
  "homo_energy_ev": -9.20,
  "smiles": "O=C1NCC[C@H]1CCOCC(F)(F)C(F)(F)C(F)(F)C(F)F.CCOP(=O)(OCC)OCC.CCOP(=O)(OCC)OCC",
  "fmax_ev_per_a": 6.8
}

Question: What is the formula in the first record?
Answer: C23H43Cl3N3O4SiY

Question: Which value of charge does entry 2 give?
Answer: 0

Question: Number 2 is which compound?
Answer: C23H43F8NO10P2